No. 1
Formula: C2H2ClN3
Source: the Open Molecules 2025 dataset
Level of theory: wB97M-V/def2-TZVPD

The geometry in XYZ format:
```
8
Properties=species:S:1:pos:R:3:forces:R:3:nbo_charge:R:1
Cl 2.425981 -0.050681 -0.144748 -2.0334 -0.3714 0.4996 0.011
C 0.628868 -0.039261 -0.014332 3.9184 -0.8900 0.1159 0.113
C -0.134760 1.053547 -0.078281 2.5135 4.5634 2.2377 -0.137
N -1.403284 0.681251 -0.167673 -1.3565 -0.1460 -0.2197 -0.232
N -1.451188 -0.611585 -0.189591 -0.3351 0.3142 0.5365 -0.058
N -0.191610 -1.078296 -0.031784 -1.8571 -0.9833 -0.6365 -0.380
H 0.383151 2.095971 0.379955 -2.1225 -2.6227 -2.1678 0.238
H -0.257157 -2.050947 0.246454 1.2727 0.1358 -0.3656 0.445
```
Positions in Å, forces in eV/Å.

Calculated total energy ... -701.794157 Ha
Molecular weight ... 103.51 g mol⁻¹
Frontier orbital gap ... 0.3921 hartree
Structure (SMILES) ... Clc1cnn[nH]1



No. 2
Formula: C23H36F6O18P
Source: the Open Molecules 2025 dataset
Level of theory: wB97M-V/def2-TZVPD

The geometry in XYZ format:
```
84
Properties=species:S:1:pos:R:3:forces:R:3:mulliken_spin:R:1
P 0.471550 0.461276 -1.207997 2.4181 -1.3370 -2.9622 -0.003
F 1.213955 1.496881 -2.228519 0.1685 -0.7158 -0.6524 0.000
F 0.004225 1.774427 -0.502563 -2.5159 0.7954 2.2476 0.002
F -0.803067 0.433253 -2.250006 0.3705 -0.1880 1.6704 0.000
F -0.229117 -0.641987 -0.125087 -0.1130 2.0093 -0.4903 0.002
F 1.136394 -0.821362 -1.924052 -0.4863 0.4148 -0.1766 0.000
F 1.813377 0.555142 -0.276825 -0.1862 -0.3095 0.6385 0.001
C 2.081507 5.267327 0.210601 1.8948 0.5699 1.0899 0.000
C 3.362121 4.675813 0.935262 -0.4742 -1.2626 -0.6210 0.000
C 3.590278 3.193064 0.583466 -1.7841 -0.2608 -0.2571 0.000
O 4.931661 3.071167 0.216125 0.5138 -0.9456 0.3307 0.000
C 5.538492 4.251505 0.264448 2.6769 0.6483 -1.9483 0.000
O 6.705634 4.440093 -0.066258 -2.8835 -0.3284 1.2681 0.000
O 4.647602 5.206545 0.553757 -0.5932 1.3895 0.2625 0.000
H 2.178350 6.338237 0.389113 -0.2984 0.1867 -0.3492 0.000
H 1.174029 4.961065 0.730986 0.1220 -0.3082 0.0033 0.000
H 2.005107 5.062320 -0.857215 0.2356 -0.1423 0.1522 0.000
H 3.274369 4.791590 2.015540 -0.0868 0.3218 -0.0187 0.000
H 2.937469 2.925892 -0.247530 0.2697 -0.0699 -0.3584 0.000
H 3.313239 2.471439 1.351969 0.3751 0.1642 0.3814 0.000
C 3.848667 -0.630443 1.821242 -0.4427 1.4050 -0.5698 0.002
C 2.665072 -1.488956 1.425917 -0.0064 0.6807 -0.7081 -0.001
C 2.838730 -2.404477 0.207457 2.1889 1.1003 0.5183 0.000
O 2.587099 -3.675485 0.791253 0.7642 -1.5271 -3.7189 0.000
C 2.364983 -3.620493 2.052103 -3.0471 -1.4511 1.9660 -0.001
O 1.903880 -4.494052 2.754546 1.1523 -0.0546 -0.6165 0.002
O 2.379765 -2.386291 2.449188 -0.0083 1.7392 2.4083 0.004
H 3.817488 0.186224 1.099996 0.4477 0.0928 -0.2076 0.000
H 4.867011 -1.018423 1.844527 -0.3124 -0.6313 -0.1892 0.000
H 3.683621 -0.120936 2.770600 -0.2003 -0.2778 0.2429 0.000
H 1.787791 -0.880509 1.206179 0.1126 0.1212 0.6781 0.002
H 3.891567 -2.265079 -0.037933 0.3864 -0.8730 -0.1308 0.001
H 2.372351 -2.134593 -0.740038 -1.0438 -0.6131 0.6137 0.000
C -2.229752 2.301789 2.916794 0.3948 2.4128 0.3356 0.193
C -1.611945 1.014925 2.514944 0.3152 -2.5756 2.8825 0.134
C -0.136804 0.689600 2.895263 -1.5279 1.9131 -1.2161 0.025
O -0.157985 -0.513197 3.580226 -0.5611 -0.7531 -0.3071 0.060
C -1.419815 -0.956819 3.795349 -0.1239 -1.4051 1.3746 -0.033
O -1.817450 -1.905088 4.403586 0.9200 2.1073 -1.6236 0.035
O -2.320040 0.010872 3.225758 0.5428 0.5593 -1.4944 0.472
H -1.596855 3.022106 2.398449 -0.2563 0.3132 -0.4752 -0.006
H -1.976317 2.524863 3.953191 -0.6878 -0.4067 0.3124 0.007
H -3.268619 2.458474 2.626432 0.1152 -0.2092 0.1515 0.002
H -1.681272 1.106431 1.431007 -0.3737 -0.9790 -1.1386 0.007
H 0.138973 1.522047 3.542625 0.3592 -0.0306 0.3944 0.056
H 0.384497 0.817713 1.946610 1.0199 -1.0986 0.2503 0.025
C -2.086269 3.706344 -2.452304 0.3091 -0.1616 -1.1104 0.000
C -3.175829 2.708010 -2.113848 0.4593 0.4083 -0.2972 0.003
C -3.074059 2.177946 -0.707743 1.1963 -0.6573 -0.4308 0.011
O -4.359083 2.397367 -0.082985 0.8630 -0.7110 -0.1889 0.001
C -5.096661 3.116933 -0.937365 -3.4915 3.4565 -0.9144 0.000
O -6.236881 3.601965 -0.750765 4.4145 -2.4322 -0.3211 0.000
O -4.354984 3.425962 -2.059523 -3.0836 0.8013 1.1445 0.001
H -2.014365 4.491361 -1.699526 -0.0155 -0.2074 0.2185 0.000
H -2.339208 4.212882 -3.383726 -0.1939 -0.0156 -0.0471 0.000
H -1.112079 3.260077 -2.652070 0.0065 -0.2106 0.3789 0.000
H -3.388074 1.921612 -2.838150 0.8306 -0.1378 -0.1772 0.000
H -2.234326 2.711712 -0.262714 -0.4575 0.2423 0.8561 -0.006
H -2.732622 1.153530 -0.856386 -0.6885 -0.4810 0.9222 -0.004
C -2.588445 -2.968080 0.593106 1.1339 0.5937 0.7593 0.001
C -1.241385 -3.648178 1.062728 -2.7580 -0.0234 0.9209 0.005
C -1.416998 -4.698983 2.225447 1.7246 2.2957 -0.5537 0.000
O -0.817584 -5.898206 1.700578 -0.6958 0.2996 0.9211 0.000
C -0.580337 -5.776431 0.411438 -2.3309 -1.2776 -4.3137 0.000
O -0.541154 -6.702353 -0.422192 0.9029 3.7256 3.2579 0.001
O -0.799302 -4.388267 0.018319 1.8777 -3.5148 -1.4394 0.003
H -2.281347 -2.272936 -0.188284 -0.3391 -0.1548 -0.2959 0.001
H -3.042104 -2.352137 1.369587 0.2149 0.1872 0.4619 -0.002
H -3.420355 -3.606787 0.296334 0.5676 -0.4906 -0.2962 0.000
H -0.499444 -2.891154 1.316784 0.0037 0.2595 0.1378 -0.003
H -2.455227 -4.692361 2.557310 0.1117 -1.0778 -0.0988 0.000
H -0.748316 -4.275161 2.974668 -0.2549 -0.7962 0.6379 0.000
C 1.409497 -2.695742 -4.415805 -0.5779 1.3246 0.7276 0.000
O 0.346521 -3.599855 -4.801502 -0.8497 -0.0827 -0.0042 0.000
C -0.983584 -3.474033 -4.424891 1.6034 0.1619 1.7045 0.000
O -1.813260 -4.312537 -4.624469 0.5144 0.5895 -0.6415 0.000
O -1.187849 -2.378569 -3.620364 2.8879 -1.0216 -1.5335 0.000
C -2.472523 -2.098163 -3.278219 -2.2854 0.4461 0.4847 0.000
H 1.117822 -1.658102 -4.578113 -0.2127 -0.0327 -0.1469 0.000
H 2.361729 -2.819544 -4.931574 -0.5854 -0.8629 -0.6493 0.000
H 1.678694 -2.725005 -3.359975 -0.5099 -0.5257 0.1395 0.000
H -2.476294 -1.081269 -2.885755 -0.0636 0.0058 -0.2190 0.000
H -2.877023 -2.741442 -2.496765 0.1833 -0.3225 0.0448 0.000
H -3.129111 -2.204297 -4.141769 -0.1626 0.2090 0.0175 0.000
```
Positions in Å, forces in eV/Å.

2S+1 ... 2
Calculated total energy ... -3192.871076 Ha
<S²> ... 0.76
Molecular weight ... 745.49 g mol⁻¹
Frontier orbital gap (alpha / beta) ... 0.3496 / 0.0868 hartree



No. 3
Formula: C2H28CdO19
Source: the Open Molecules 2025 dataset
Level of theory: wB97M-V/def2-TZVPD

The geometry in XYZ format:
```
50
Properties=species:S:1:pos:R:3:forces:R:3:nbo_charge:R:1
Cd -2.743880 1.508100 -0.460800 1.1176 0.9443 0.6624 1.751
C 0.018120 -0.184900 -0.358800 -0.9323 -2.2326 -1.4858 1.022
O -0.930880 0.457100 -0.921800 0.8808 -0.2121 0.4593 -0.925
O 1.157120 0.421100 -0.038800 0.0230 -3.2256 1.0036 -0.711
O 0.001120 -1.448900 -0.212800 0.2349 2.1726 -0.2345 -0.780
H 1.157120 1.307100 -0.251800 0.0343 4.0061 -1.0782 0.517
C -1.874880 4.117100 -0.744800 0.8098 1.7204 2.4819 0.981
O -2.947880 3.883100 -0.088800 0.0162 -1.0509 -1.4643 -0.801
O -1.443880 5.417100 -0.664800 -1.2416 0.0540 0.0734 -0.711
O -1.094880 3.269100 -1.178800 -0.6149 -1.0463 -1.4092 -0.802
H -0.578880 5.640100 -1.037800 -0.2186 -0.9028 -0.1714 0.503
O -1.224880 2.012100 1.380200 -1.8087 -0.2559 -0.7618 -1.015
H -1.660880 2.482100 2.089200 0.3953 0.2164 0.4495 0.504
H -0.298880 1.927100 1.560200 0.9919 0.0752 0.8321 0.525
O -0.594880 -4.265900 1.682200 0.4437 -1.2306 1.9028 -0.980
H 0.339120 -4.296900 1.454200 -0.0602 0.1738 -0.1992 0.488
H -0.992880 -3.655900 1.097200 -0.6033 0.5133 -1.1583 0.471
O 1.389120 3.323100 -0.355800 1.2197 -0.3877 0.7547 -0.980
H 1.642120 3.598100 -1.232800 0.3025 -0.0285 -0.5529 0.481
H 0.442120 3.283100 -0.426800 -1.1873 0.1159 -0.1626 0.489
O 1.794120 -3.769900 0.402200 -1.3944 -2.8476 -3.3164 -0.954
H 2.248120 -3.184900 0.925200 1.7082 2.5880 1.8779 0.490
H 1.933120 -3.580900 -0.550800 0.0141 -0.0126 1.2688 0.471
O 1.401120 -1.554900 2.043200 0.5134 -0.0208 0.5466 -0.970
H 0.929120 -1.480900 1.208200 -0.2723 -0.4419 -0.2033 0.475
H 2.236120 -1.118900 1.854200 0.1187 -0.0325 0.4473 0.464
O 3.261120 0.593100 2.254200 0.0931 0.6782 -0.3449 -0.931
H 3.734120 1.427100 2.173200 0.5719 0.1012 0.4932 0.478
H 2.921120 0.567100 1.356200 -0.1582 -0.6116 -0.5958 0.482
O -3.594880 -0.727900 -0.909800 0.3730 1.1865 -0.1519 -1.011
H -4.496880 -0.984900 -1.070800 -0.5845 -0.2493 0.0378 0.503
H -3.170880 -1.423900 -0.388800 0.1061 -0.2078 0.5093 0.543
O 0.410120 1.576100 -3.103800 0.5930 -0.6348 -0.5253 -0.962
H 0.702120 0.686100 -3.386800 -0.2744 0.7395 0.1225 0.466
H -0.132880 1.404100 -2.328800 -0.2200 0.0294 0.1449 0.484
O -2.091880 -1.819900 1.321200 -0.3103 0.6915 -0.8956 -1.017
H -1.401880 -1.647900 0.635200 -0.2362 -0.1849 0.6022 0.475
H -1.558880 -2.056900 2.079200 0.0678 -0.2511 0.5737 0.505
O 1.164120 2.138100 3.085200 -2.3070 -0.1470 -0.9169 -1.000
H 1.553120 2.744100 3.685200 0.9461 0.4745 0.5468 0.482
H 1.770120 1.532100 2.664200 0.9833 -0.3217 0.5543 0.497
O -2.498880 -1.059900 -3.749800 -0.2158 0.0084 0.1012 -0.931
H -2.563880 -0.301900 -3.154800 0.1561 -0.3100 -0.1071 0.462
H -2.962880 -1.769900 -3.283800 0.2470 0.1756 -0.0911 0.471
O 3.998120 -1.069900 -0.407800 -0.0186 0.7050 0.9359 -0.954
H 3.209120 -1.330900 -0.867800 -0.2919 -0.2727 -0.5195 0.474
H 4.762120 -1.480900 -0.797800 0.1731 -0.3567 -0.3828 0.481
O -1.445880 -3.762900 -0.854800 -2.3347 -0.2452 0.1172 -0.951
H -0.862880 -4.388900 -1.220800 1.0594 -1.2949 -0.5768 0.472
H -1.002880 -2.943900 -0.897800 1.0911 1.6460 -0.1937 0.480
```
Positions in Å, forces in eV/Å.

Calculated total energy ... -1690.356006 Ha
Molecular weight ... 468.64 g mol⁻¹
Frontier orbital gap ... 0.2773 hartree



No. 4
Formula: Cl2O2S
Source: the Open Molecules 2025 dataset
Level of theory: wB97M-V/def2-TZVPD

The geometry in XYZ format:
```
5
Properties=species:S:1:pos:R:3:forces:R:3:nbo_charge:R:1
O -1.178201 -1.582240 -0.088440 3.9066 3.2614 -1.9072 -0.632
O 1.117905 0.169151 0.459741 0.1663 -0.0296 1.1448 -0.682
S 0.374679 -0.337757 -0.816632 -4.6230 -2.1919 0.6755 1.161
Cl 0.196389 0.310563 1.913520 0.2511 0.1165 -0.2658 0.309
Cl -0.510771 1.440283 -1.468188 0.2991 -1.1563 0.3526 -0.157
```
Positions in Å, forces in eV/Å.

Calculated total energy ... -1468.813796 Ha
Molecular weight ... 134.97 g mol⁻¹
Frontier orbital gap (alpha / beta) ... 0.3031 / 0.3035 hartree